(1)
The following is a quantum chemistry calculation of a molecular structure, C21H31ClCoN2O3, from OMol25.

Last column: Mulliken charge in e.
Element x y z (Å)
Co 0.05 -0.17 0.09  -0.26
Cl 1.25 -1.62 1.76  -0.52
N -1.04 0.71 1.57  0.54
N 1.10 -0.61 -1.60  0.44
C -1.78 0.01 2.39  0.63
C 1.04 -1.75 -2.22  0.71
C -0.88 2.07 2.17  1.85
C -1.35 1.84 3.61  -0.76
C -1.79 3.04 1.45  -1.58
C 0.54 2.55 2.12  -1.77
H -2.73 2.54 1.16  0.28
H -1.29 3.42 0.55  0.36
H -2.02 3.89 2.10  0.40
H 1.14 1.98 2.83  0.24
H 0.63 3.61 2.36  0.42
H 0.96 2.39 1.11  -0.01
C 2.30 0.11 -2.15  1.53
C 2.56 -0.64 -3.44  -0.69
C 3.54 -0.09 -1.29  -0.84
C 1.98 1.58 -2.33  -1.94
H 1.08 1.67 -2.94  0.43
H 2.81 2.07 -2.86  0.43
H 1.83 2.08 -1.36  0.22
H 3.72 -1.15 -1.04  0.46
H 3.33 0.43 -0.38  -0.39
H 4.43 0.42 -1.70  0.43
O 1.86 -1.90 -3.25  -0.41
H 3.62 -0.86 -3.63  0.30
H 2.13 -0.11 -4.30  0.34
O -2.12 0.60 3.52  -0.42
H -1.98 2.63 4.03  0.27
H -0.51 1.64 4.31  0.36
C -2.29 -1.39 2.17  -1.80
C 0.11 -2.90 -1.93  -1.47
C -1.17 -2.38 -1.33  0.47
H 0.64 -3.54 -1.20  0.32
H -0.06 -3.46 -2.86  0.30
C -1.23 -2.22 0.07  -2.19
C -2.35 -1.65 0.69  0.75
H -0.40 -2.61 0.69  0.80
C -3.46 -1.30 -0.08  1.87
C -3.40 -1.52 -1.46  -1.34
C -4.65 -0.64 0.53  -1.65
C -2.27 -2.03 -2.10  1.75
H -4.28 -1.25 -2.08  0.11
C -2.22 -2.12 -3.60  -1.74
H -3.21 -1.89 -4.01  0.40
H -1.92 -3.11 -3.96  0.30
H -1.52 -1.38 -4.01  0.21
H -5.03 -1.18 1.41  0.29
H -5.46 -0.58 -0.21  0.40
H -4.42 0.39 0.85  0.14
H -3.27 -1.50 2.67  0.33
H -1.56 -2.06 2.65  0.45
C 3.05 0.84 1.72  -1.29
O 1.90 0.78 0.87  -0.20
H 3.48 1.78 1.25  0.23
H 3.77 0.10 1.47  0.21
H 2.82 0.95 2.74  0.29

Summary:
**LUMO energy (alpha / beta)**: 2.84 / 2.76 eV
**Multiplicity**: 5
**Energy relative to the best compared isomer or geometry (same formula, charge and spin)**: 15.33 kcal/mol
**Kohn-Sham gap (alpha / beta)**: 0.111 / 0.226 hartree
**Charge**: -1

(2)
The following is a quantum chemistry calculation of a molecular structure, C21H31ClN2O5RuS, from OMol25.

Last column: Mulliken charge in e.
Element x y z (Å)
Ru 0.11 -0.19 0.18  0.14
Cl 0.13 -0.77 2.40  -0.38
N -2.16 -0.69 0.15  0.87
N 2.26 0.49 0.26  0.71
C -2.59 -1.89 -0.13  0.34
C 3.23 -0.20 -0.25  0.45
C -3.28 0.25 0.19  1.40
C -4.45 -0.72 0.32  -0.81
C -3.36 1.05 -1.10  -1.49
C -3.14 1.19 1.37  -1.82
H -3.53 0.38 -1.95  0.29
H -2.43 1.60 -1.27  0.19
H -4.21 1.74 -1.02  0.47
H -3.03 0.61 2.30  0.41
H -4.04 1.81 1.43  0.39
H -2.26 1.84 1.25  0.23
C 2.74 1.80 0.73  1.19
C 4.18 1.78 0.21  -0.82
C 2.68 1.84 2.25  -1.60
C 1.94 2.94 0.14  -1.60
H 2.03 2.94 -0.95  0.42
H 2.34 3.88 0.53  0.46
H 0.88 2.87 0.40  0.20
H 3.28 1.03 2.66  0.39
H 1.65 1.73 2.60  0.21
H 3.09 2.80 2.58  0.43
O 4.41 0.42 -0.30  -0.42
H 4.93 1.98 0.99  0.29
H 4.33 2.47 -0.63  0.36
O -3.91 -2.04 -0.09  -0.43
H -5.30 -0.50 -0.33  0.31
H -4.79 -0.81 1.36  0.37
C -1.69 -3.01 -0.55  -1.66
C 3.08 -1.59 -0.79  -1.48
C 1.78 -1.68 -1.50  0.18
H 3.09 -2.26 0.08  0.41
H 3.94 -1.81 -1.44  0.29
C 0.56 -1.83 -0.70  -0.36
C -0.61 -2.41 -1.38  0.00
H 0.69 -2.08 0.51  1.18
C -0.75 -2.07 -2.71  1.41
C 0.32 -1.47 -3.39  -0.80
C -2.08 -2.28 -3.40  -1.93
C 1.59 -1.35 -2.83  1.14
H 0.16 -1.15 -4.42  0.25
C 2.75 -0.80 -3.63  -1.93
H 2.44 -0.67 -4.67  0.42
H 3.61 -1.48 -3.60  0.29
H 3.07 0.17 -3.24  0.25
H -2.48 -3.28 -3.22  0.27
H -1.95 -2.13 -4.48  0.45
H -2.83 -1.55 -3.06  0.22
H -2.28 -3.75 -1.09  0.35
H -1.28 -3.45 0.37  0.42
C -1.49 3.01 4.51  -0.92
S -0.91 1.27 4.47  0.59
O 0.33 1.16 5.24  -0.62
O -2.02 0.39 4.79  -0.62
O -0.19 1.00 -1.07  -0.65
H -2.03 3.14 5.46  0.23
H -2.17 3.16 3.65  0.20
H -0.62 3.67 4.44  0.30

Summary:
**LUMO energy (alpha / beta)**: 2.54 / 0.90 eV
**Multiplicity**: 6
**Kohn-Sham gap (alpha / beta)**: 0.134 / 0.113 hartree
**Charge**: -1

(3)
The following is a quantum chemistry calculation of a molecular structure, C21H31CoF5P2, from OMol25.

Last column: Mulliken charge in e.
Element x y z (Å)
P 0.03 1.85 -1.18  1.40
P -1.65 1.16 1.45  0.70
C -1.75 1.33 -1.38  -0.44
C -2.57 1.73 -0.18  -1.42
H -1.66 0.24 -1.49  -0.07
H -2.12 1.68 -2.34  0.74
H -2.72 2.81 -0.11  0.41
H -3.53 1.23 -0.16  0.58
C -2.38 -0.55 1.32  -1.30
H -2.04 -1.19 2.16  0.39
H -2.18 -1.05 0.36  0.14
H -3.48 -0.36 1.39  0.47
C -2.17 1.29 3.18  -1.33
H -3.19 0.90 3.31  0.47
H -2.07 2.33 3.49  0.42
H -1.45 0.69 3.76  0.34
C 0.26 1.71 -3.05  -1.39
H 1.12 2.29 -3.43  0.41
H -0.63 2.16 -3.52  0.47
H 0.33 0.68 -3.42  0.05
C 0.11 3.70 -1.31  -1.26
H -0.24 4.20 -0.40  0.34
H -0.45 4.05 -2.18  0.45
H 1.18 3.94 -1.45  0.43
Co 0.03 1.97 0.86  -0.28
C -0.76 -3.23 -0.74  -0.61
C -1.29 -3.13 -1.98  -0.49
C -0.87 -4.05 -3.11  -0.76
C 0.63 -3.79 -3.29  -0.54
C 0.78 -2.30 -3.35  -0.66
C 1.52 -1.61 -2.48  -0.58
C 1.19 -1.52 -0.99  1.11
C 0.53 -2.68 -0.18  -0.59
C 1.28 3.42 1.34  -1.39
H -1.19 -3.95 -0.01  0.35
H -2.17 -2.53 -2.18  0.40
H -1.39 -3.85 -4.05  0.34
H -1.03 -5.10 -2.80  0.34
H 1.15 -4.09 -2.37  0.26
H 1.09 -4.29 -4.17  0.38
H 0.11 -1.79 -4.05  0.31
H 2.24 -0.88 -2.87  0.53
H 0.52 -0.64 -0.87  -1.19
H 2.10 -1.26 -0.44  0.44
H 1.20 -3.53 0.03  0.40
H 0.36 -2.25 0.84  0.27
H 0.81 4.43 1.28  0.29
H 1.68 3.13 0.33  0.30
H 2.17 3.32 2.02  0.37
F 2.44 0.69 0.73  -0.39
C 1.98 0.46 2.02  1.20
C 0.91 1.18 2.55  -0.62
C 0.98 1.27 3.95  0.26
F 0.13 2.09 4.66  -0.37
C 1.90 0.52 4.72  0.26
F 2.08 0.84 6.02  -0.31
C 2.73 -0.42 4.12  0.36
F 3.55 -1.20 4.85  -0.31
C 2.67 -0.52 2.73  0.24
F 3.27 -1.53 2.08  -0.32

Summary:
**LUMO energy (alpha / beta)**: -0.73 / -0.08 eV
**Multiplicity**: 4
**Energy relative to the best compared isomer or geometry (same formula, charge and spin)**: 46.87 kcal/mol
**Kohn-Sham gap (alpha / beta)**: 0.241 / 0.271 hartree

(4)
The following is a quantum chemistry calculation of a molecular structure, C21H31F5P2Pt, from OMol25.

Last column: Mulliken charge in e.
Element x y z (Å)
P -0.63 -0.17 -2.32  0.84
P -0.85 -1.72 0.51  0.29
C 0.10 -1.88 -1.96  -0.65
C -0.86 -2.71 -1.06  -1.09
H 1.02 -1.61 -1.40  -0.12
H 0.46 -2.41 -2.86  0.69
H -1.87 -2.76 -1.49  0.43
H -0.46 -3.73 -0.99  0.50
C 0.38 -3.15 1.37  -2.10
H 0.48 -2.91 2.44  0.58
H 1.41 -3.26 1.01  0.36
H -0.03 -4.16 1.32  0.57
C -2.08 -2.18 1.73  -1.18
H -1.92 -3.20 2.12  0.45
H -3.03 -1.97 1.23  0.48
H -1.90 -1.43 2.54  0.34
C 0.69 -0.27 -3.88  -1.41
H 0.59 0.57 -4.59  0.36
H 0.58 -1.23 -4.42  0.41
H 1.71 -0.24 -3.48  0.32
C -2.26 -0.66 -2.91  -1.41
H -2.76 -0.89 -1.92  0.48
H -2.15 -1.50 -3.60  0.40
H -2.67 0.25 -3.35  0.46
Pt -2.70 0.15 -0.16  1.26
C 2.11 -0.90 1.69  -0.99
C 2.99 -1.55 0.94  -0.44
C 4.21 -0.89 0.43  -0.97
C 3.87 0.47 -0.24  -0.34
C 3.14 0.42 -1.56  -0.70
C 2.03 1.15 -1.43  -1.08
C 1.10 1.07 -0.14  1.29
C 1.36 0.54 1.32  -1.31
C -2.73 1.82 -1.42  -1.37
H 1.38 -1.40 2.35  0.83
H 3.01 -2.63 0.83  0.34
H 4.84 -1.58 -0.12  0.40
H 4.81 -0.69 1.35  0.36
H 3.29 1.01 0.57  0.17
H 4.87 0.94 -0.34  0.51
H 3.68 0.07 -2.47  0.34
H 1.45 1.52 -2.28  1.03
H 0.12 0.57 -0.38  -0.87
H 0.70 2.07 -0.10  0.09
H 1.76 1.37 1.92  0.63
H 0.33 0.48 1.75  0.31
H -3.75 2.25 -1.32  0.40
H -2.41 1.88 -2.47  0.30
H -2.04 2.52 -0.91  0.46
F -0.65 3.63 0.36  -0.42
C -0.98 2.79 1.40  0.83
C -2.07 1.89 1.21  -0.86
C -3.11 2.19 2.05  0.42
F -4.39 2.01 1.63  -0.30
C -2.92 2.80 3.29  0.41
F -4.02 3.14 3.97  -0.30
C -1.64 3.19 3.66  0.20
F -1.43 3.80 4.87  -0.31
C -0.62 3.21 2.72  0.00
F 0.49 3.90 2.96  -0.34

Summary:
**LUMO energy (alpha / beta)**: -0.81 / -2.33 eV
**Multiplicity**: 3
**Energy relative to the best compared isomer or geometry (same formula, charge and spin)**: 206.60 kcal/mol
**Kohn-Sham gap (alpha / beta)**: 0.230 / 0.215 hartree

(5)
The following is a quantum chemistry calculation of a molecular structure, C21H31GaN5O6S, from OMol25.

Last column: Mulliken charge in e.
Element x y z (Å)
O -0.95 0.64 -3.55  -0.50
H -0.90 1.09 -4.41  0.37
Ga -0.10 0.23 -1.06  -2.48
N -0.46 2.00 -0.37  1.81
N 1.15 1.20 -2.19  1.53
N -1.56 -0.58 -0.12  0.36
N -0.20 -1.39 -2.06  1.35
O -1.38 2.32 0.51  -1.12
O -2.15 -0.05 0.99  -0.57
O 0.72 -1.68 -2.99  -0.60
O 1.82 0.64 -3.14  -0.96
C 1.28 2.49 -1.87  0.21
C 0.39 2.94 -0.85  0.24
C -1.88 -1.82 -0.53  0.78
C -1.11 -2.28 -1.64  0.40
C 0.28 4.31 -0.30  -1.30
H 0.59 4.33 0.76  0.06
H -0.75 4.68 -0.37  0.24
H 0.93 4.99 -0.85  0.48
C 2.24 3.34 -2.61  -1.79
H 1.84 3.60 -3.60  0.29
H 3.19 2.81 -2.75  0.37
H 2.43 4.27 -2.07  0.50
C -2.95 -2.60 0.14  -1.77
C -1.30 -3.60 -2.29  -1.72
H -3.52 -1.96 0.81  0.45
H -2.53 -3.43 0.71  0.29
H -3.63 -3.02 -0.62  0.40
H -0.68 -3.65 -3.20  0.42
H -2.35 -3.74 -2.57  0.42
H -1.02 -4.42 -1.61  0.26
H -1.90 0.97 0.90  0.52
H 1.20 -0.76 -3.14  0.59
C -2.16 1.07 -2.84  -0.57
H -2.11 2.12 -2.53  0.30
H -2.32 0.42 -1.97  0.13
H -3.01 0.92 -3.52  0.43
O -3.60 3.79 -0.84  -0.64
H -4.53 3.57 -0.64  0.30
H -3.08 3.28 -0.19  0.34
N 1.62 -0.64 -0.36  0.38
S 2.47 -0.66 1.00  -0.06
C 1.51 0.43 2.06  0.27
C 0.36 -0.02 2.70  0.07
C -0.40 0.89 3.44  -0.73
C 0.02 2.21 3.58  -0.42
C 1.18 2.65 2.93  -0.68
C 1.94 1.76 2.18  -0.48
C 2.16 -2.27 1.74  0.17
C 2.68 -2.54 3.01  -0.27
C 2.42 -3.78 3.61  -0.62
C 1.66 -4.74 2.93  -0.45
C 1.17 -4.47 1.65  -0.63
C 1.45 -3.24 1.04  0.09
H 2.11 -1.09 -1.14  0.37
H 0.08 -1.07 2.63  0.36
H -1.32 0.54 3.92  0.41
H -0.57 2.91 4.18  0.42
H 1.50 3.70 3.02  0.58
H 2.86 2.06 1.68  0.41
H 3.26 -1.78 3.52  0.43
H 2.81 -3.99 4.61  0.40
H 1.45 -5.70 3.40  0.39
H 0.58 -5.22 1.11  0.42
H 1.10 -3.02 0.03  0.35

Summary:
**LUMO energy (alpha / beta)**: -4.15 / -4.15 eV
**Energy relative to the best compared isomer or geometry (same formula, charge and spin)**: 0.00 kcal/mol
**Kohn-Sham gap (alpha / beta)**: 0.221 / 0.221 hartree
**Charge**: +1

(6)
The following is a quantum chemistry calculation of 5 unconnected molecules or ions with the total composition C21H31N3O12S, from OMol25.

Last column: Mulliken charge in e.
Element x y z (Å)
N -0.92 3.52 -3.69  -0.44
C -0.97 2.25 -3.36  0.21
C -1.29 0.63 -3.11  -0.34
C -1.44 0.44 -1.46  0.69
S -2.37 -1.11 -0.97  -0.14
C -2.34 1.76 -0.96  -0.05
N -3.00 2.84 -0.65  -0.48
C 0.06 0.59 -0.82  0.32
C 0.44 1.47 0.54  -0.24
C 1.92 1.68 1.17  -0.26
N 3.10 1.04 0.52  -0.53
C 2.82 0.21 -0.68  -0.36
C 1.43 -0.12 -1.46  -0.22
H -0.40 0.01 -3.56  0.19
H -2.28 0.35 -3.67  0.39
H -2.41 -1.99 -2.07  0.18
H -0.47 2.00 1.10  0.18
H 2.08 2.35 2.12  0.32
H 3.78 -0.32 -1.16  0.31
H 1.38 -0.81 -2.42  0.21
C -0.34 4.69 3.26  -0.42
O 0.46 4.20 4.33  -0.17
C 0.40 4.94 5.47  0.68
O -0.27 5.95 5.63  -0.55
O 1.21 4.36 6.39  -0.26
C 1.24 5.03 7.65  -0.63
H -0.21 4.03 2.41  -0.09
H -1.40 4.69 3.54  0.32
H -0.02 5.70 2.97  0.33
H 0.24 5.04 8.11  0.29
H 1.62 6.05 7.53  0.29
H 1.91 4.48 8.31  0.21
C -6.80 -1.34 0.12  -0.55
O -7.44 -2.41 -0.58  -0.31
C -6.88 -2.72 -1.77  0.79
O -5.90 -2.17 -2.26  -0.54
O -7.58 -3.74 -2.32  -0.31
C -7.09 -4.17 -3.59  -0.61
H -7.34 -1.18 1.06  0.22
H -5.77 -1.61 0.36  0.24
H -6.85 -0.42 -0.46  0.28
H -6.07 -4.55 -3.50  0.28
H -7.15 -3.36 -4.32  0.28
H -7.73 -4.99 -3.94  0.22
C 0.63 -4.12 -5.98  -0.55
O 1.61 -3.50 -6.81  -0.31
C 2.43 -2.63 -6.17  0.81
O 2.38 -2.35 -4.98  -0.56
O 3.30 -2.12 -7.08  -0.31
C 4.22 -1.18 -6.54  -0.60
H 0.04 -4.80 -6.60  0.22
H 1.11 -4.71 -5.19  0.29
H -0.04 -3.37 -5.55  0.23
H 4.85 -1.65 -5.77  0.28
H 3.70 -0.31 -6.13  0.28
H 4.87 -0.84 -7.35  0.22
C 3.38 -1.22 2.32  -0.68
O 4.19 -1.71 3.39  -0.32
C 4.12 -0.97 4.53  0.74
O 3.45 0.04 4.69  -0.54
O 4.93 -1.55 5.45  -0.32
C 4.96 -0.88 6.71  -0.60
H 3.51 -1.88 1.47  0.27
H 2.32 -1.22 2.60  0.31
H 3.70 -0.21 2.03  0.42
H 3.96 -0.86 7.17  0.28
H 5.34 0.14 6.59  0.28
H 5.63 -1.42 7.37  0.21

Summary:
**LUMO energy**: -0.88 eV
**Kohn-Sham gap**: 0.311 hartree
**SMILES**: N#CC[C@](S)(C#N)c1ccncc1.COC(=O)OC.COC(=O)OC.COC(=O)OC.COC(=O)OC

(7)
The following is a quantum chemistry calculation of C21H31N3O4 in the gas phase, from OMol25.

Last column: Mulliken charge in e.
Element x y z (Å)
C -7.62 -0.34 -0.30  -1.00
O -6.34 0.13 -0.61  -0.36
C -5.25 -0.58 -0.19  0.63
C -5.35 -1.73 0.59  -0.38
C -4.21 -2.39 1.04  -1.24
C -2.96 -1.91 0.70  -0.43
C -2.83 -0.78 -0.10  0.31
C -1.46 -0.28 -0.45  -0.93
N -0.83 0.34 0.71  0.20
C -1.47 1.55 1.15  -0.74
C -0.84 2.79 0.50  -0.61
N 0.54 2.83 0.92  -0.06
C 1.24 1.70 1.12  -0.24
O 2.35 1.73 1.65  -0.78
C 0.62 0.44 0.55  0.57
C 1.28 -0.83 1.14  -0.98
C 2.46 -1.29 0.29  0.50
O 2.38 -2.23 -0.48  -0.71
N 3.56 -0.54 0.46  -0.01
C 4.79 -0.72 -0.29  -0.36
C 5.97 -0.88 0.67  -0.69
C 7.27 -1.06 -0.12  -0.69
C 7.50 0.12 -1.05  -0.63
C 6.32 0.28 -2.01  -0.77
C 5.02 0.46 -1.23  -0.69
C -3.97 -0.11 -0.55  0.31
O -3.76 1.03 -1.29  -0.39
C -4.64 1.35 -2.35  -0.91
H -7.79 -0.36 0.78  0.37
H -7.80 -1.34 -0.72  0.40
H -8.31 0.37 -0.76  0.24
H -6.32 -2.11 0.88  0.41
H -4.32 -3.27 1.65  0.39
H -2.07 -2.41 1.04  0.44
H -1.52 0.41 -1.30  0.33
H -0.84 -1.14 -0.74  0.77
H -1.34 1.63 2.24  0.33
H -2.53 1.49 0.93  0.48
H -0.91 2.70 -0.59  0.24
H -1.35 3.70 0.81  0.47
H 0.93 3.69 1.28  0.30
H 0.87 0.49 -0.53  0.22
H 0.54 -1.62 1.16  0.28
H 1.62 -0.62 2.16  0.40
H 3.49 0.28 1.06  0.44
H 4.65 -1.64 -0.87  0.36
H 5.80 -1.73 1.32  0.36
H 6.04 0.02 1.29  0.30
H 8.11 -1.16 0.57  0.34
H 7.21 -1.98 -0.70  0.34
H 8.42 -0.03 -1.62  0.31
H 7.61 1.03 -0.47  0.31
H 6.48 1.13 -2.67  0.35
H 6.24 -0.62 -2.64  0.34
H 4.18 0.54 -1.92  0.37
H 5.07 1.38 -0.64  0.29
H -4.09 2.03 -2.99  0.28
H -4.91 0.46 -2.92  0.35
H -5.54 1.84 -1.98  0.27

Summary:
**LUMO energy**: 0.66 eV
**Energy relative to the best compared isomer or geometry (same formula, charge and spin)**: 39.85 kcal/mol
**Kohn-Sham gap**: 0.333 hartree
**SMILES**: COc1cccc(CN2CCNC(=O)[C@H]2CC(=O)NC2CCCCC2)c1OC

(8)
The following is a quantum chemistry calculation of a molecular structure, C21H31O4Rh, from OMol25.

Last column: Mulliken charge in e.
Element x y z (Å)
O -0.37 0.32 -3.71  -0.26
C -0.31 1.55 -4.48  -0.46
C -0.10 0.84 -5.81  -0.85
H 0.57 2.15 -4.21  0.32
H -1.25 2.13 -4.41  0.28
C -0.14 -0.43 -4.94  1.40
H 0.89 0.95 -6.24  0.28
H -0.90 0.94 -6.55  0.32
C 1.22 -1.09 -5.06  -1.72
H 2.01 -0.35 -4.87  0.36
H 1.30 -1.39 -6.11  0.42
H 1.35 -1.98 -4.44  0.38
C -1.32 -1.34 -5.20  -1.65
H -2.25 -0.76 -5.08  0.36
H -1.30 -2.21 -4.52  0.34
H -1.23 -1.69 -6.24  0.41
Rh -1.41 1.18 2.18  0.69
C -1.92 -0.27 3.51  -0.33
C -2.67 0.96 3.72  -0.73
C -3.34 1.28 2.47  -0.67
H -2.73 1.51 4.66  0.43
C -3.02 0.24 1.51  -0.90
C -2.14 -0.71 2.16  0.04
H -1.72 -1.64 1.76  0.58
H -1.32 -0.80 4.25  0.44
H -3.94 2.16 2.31  0.42
H -3.33 0.17 0.47  0.53
C 1.29 -2.35 4.43  -0.54
C 0.59 -3.13 3.46  -0.74
C 1.00 -2.68 2.18  -0.39
H -0.13 -3.92 3.65  0.43
C 2.03 -1.70 2.37  -0.50
C 2.09 -1.39 3.74  -0.54
H 2.65 -0.57 4.16  0.70
H 1.27 -2.48 5.50  0.46
H 0.62 -3.03 1.22  0.69
H 2.66 -1.24 1.62  0.54
O 1.57 -0.08 0.23  -0.21
C 0.35 -0.62 -0.38  0.04
C -0.49 0.54 -0.92  0.15
H -0.27 -1.27 0.28  -0.55
H 0.66 -1.24 -1.22  0.35
C 0.67 1.47 -1.37  -0.25
H -1.10 1.01 -0.11  0.01
H -1.14 0.25 -1.77  0.36
C 1.69 1.29 -0.22  -0.55
H 0.29 2.46 -1.61  0.47
H 1.15 1.09 -2.27  -0.12
H 1.47 2.03 0.61  0.03
H 2.73 1.35 -0.57  0.39
C 0.93 1.54 4.85  -0.93
C 1.35 2.08 3.51  0.87
O 2.47 2.54 3.35  -0.63
O 0.47 2.16 2.53  -0.63
H 1.74 1.67 5.57  0.30
H 0.71 0.47 4.81  0.00
H 0.04 2.05 5.24  0.32

Summary:
**LUMO energy (alpha / beta)**: 0.55 / -2.45 eV
**Multiplicity**: 5
**Energy relative to the best compared isomer or geometry (same formula, charge and spin)**: 88.89 kcal/mol
**Kohn-Sham gap (alpha / beta)**: 0.297 / 0.199 hartree

| no. | electronic energy (Ha) |
| --- | --- |
| 1 | -2996.95128 |
| 2 | -2257.59932 |
| 3 | -3383.09730 |
| 4 | -2119.60057 |
| 5 | -3866.59264 |
| 6 | -2283.71587 |
| 7 | -1284.05968 |
| 8 | -1229.96187 |